# 1
The following is a DFT calculation (the ωB97M-V functional and the def2-TZVPD basis) of one molecule with the formula C3H4N2S at a distorted geometry.

Atoms and positions in Å:
C1 -0.452 0.079 0.608
C2 0.559 1.158 0.044
C3 0.467 -1.103 0.301
H1 -1.165 -0.264 -1.597
H2 -0.932 0.258 1.713
H3 0.522 2.267 0.142
H4 0.001 -2.166 0.304
N1 1.541 0.571 -0.539
N2 1.400 -0.801 -0.560
S1 -1.941 0.001 -0.417

total charge: 0
orbital gap: 9.161 eV
relative energy (zero: lowest compared OMol25 entry of this formula, charge and spin): 3.025 eV
HOMO energy: -9.5 eV
SMILES string: SC1C=NN=C1

=====

# 2
The following is a DFT calculation (the ωB97M-V functional and the def2-TZVPD basis) of C16H19BEuN6 as an isolated structure at a distorted geometry.

Atoms and positions in Å:
H1 0.752 3.464 0.056
N1 -0.048 1.839 -1.103
B1 -0.735 0.352 -3.163
N2 -0.354 1.709 -2.469
C1 -0.044 2.870 -3.094
Eu1 1.616 0.790 0.491
H2 -0.061 2.961 -4.166
C2 0.368 3.797 -2.146
H3 0.653 4.817 -2.310
C3 0.384 3.114 -0.912
H4 -0.441 0.463 -4.309
C4 -2.860 -2.705 3.215
H5 -2.345 -3.508 3.755
H6 -2.129 -1.944 2.919
H7 -3.336 -3.100 2.311
N3 -2.274 -0.061 -3.070
N4 0.247 -0.727 -2.576
N5 -2.702 -0.287 -1.789
N6 0.630 -0.743 -1.227
C5 -3.320 -0.279 -3.928
C6 1.020 -1.605 -3.251
H8 -3.224 -0.166 -5.005
H9 0.985 -1.685 -4.334
C7 -4.433 -0.655 -3.162
C8 1.853 -2.264 -2.360
C9 -3.977 -0.642 -1.812
C10 1.593 -1.693 -1.094
H10 -5.420 -0.909 -3.468
H11 2.576 -3.026 -2.571
H12 -4.507 -0.877 -0.896
H13 2.085 -1.889 -0.138
H14 -3.587 -2.247 3.840
C11 3.608 0.485 5.197
C12 4.029 0.555 3.875
C13 3.068 0.481 2.842
C14 1.724 0.363 3.165
C15 1.276 0.301 4.475
C16 2.251 0.361 5.507
H15 4.345 0.533 5.983
H16 5.067 0.673 3.577
H17 3.513 0.541 1.829
H18 0.225 0.223 4.766
H19 1.932 0.317 6.549

total charge: 0
orbital gap (spin up / spin down): 6.724 / 6.797 eV
relative energy (zero: lowest compared OMol25 entry of this formula, charge and spin): 0.000 eV
HOMO energy (spin up / spin down): -7.5 / -7.5 eV
2S+1: 8

=====

# 3
The following is a DFT calculation (the ωB97M-V functional and the def2-TZVPD basis) of C50H54BrFN6O4STl as an isolated structure at a distorted geometry.

Atoms and positions in Å:
Tl1 -0.277 -0.406 -0.658
Br1 -3.682 -1.813 -0.541
C1 -3.783 -1.035 -2.308
C2 -5.006 -0.559 -2.703
C3 -5.153 -0.159 -4.055
C4 -4.120 -0.280 -4.923
C5 -2.846 -0.730 -4.529
C6 -1.836 -0.841 -5.498
C7 -0.550 -1.097 -5.082
C8 -0.310 -1.169 -3.704
C9 -1.250 -1.179 -2.740
C10 -2.617 -1.051 -3.149
H1 -5.785 -0.525 -1.976
H2 -6.091 0.257 -4.376
H3 -4.305 0.067 -5.959
H4 -2.242 -0.666 -6.454
H5 0.265 -1.198 -5.767
H6 0.743 -1.217 -3.414
C11 5.068 -2.283 1.709
C12 3.676 -1.779 1.365
C13 3.187 -0.833 2.424
C14 2.702 -2.926 1.121
C15 2.814 -4.088 1.937
C16 1.885 -5.070 1.919
C17 0.865 -5.050 1.021
C18 0.856 -4.024 0.078
C19 -0.011 -4.200 -1.166
C20 0.836 -4.749 -2.319
C21 -1.253 -5.121 -0.948
C22 1.742 -2.946 0.124
N1 1.634 -1.992 -0.892
C23 2.695 -1.524 -1.630
C24 3.877 -2.276 -1.834
C25 4.913 -1.873 -2.640
C26 4.933 -0.657 -3.311
C27 3.816 0.163 -3.054
C28 2.785 -0.254 -2.226
F1 1.793 0.726 -2.011
H7 5.816 -1.487 1.639
H8 5.284 -3.146 1.069
H9 5.109 -2.560 2.766
H10 3.781 -1.189 0.452
H11 3.108 -1.420 3.363
H12 2.149 -0.394 2.316
H13 3.842 0.060 2.585
H14 3.725 -4.199 2.503
H15 1.957 -5.941 2.594
H16 0.102 -5.802 0.888
H17 -0.432 -3.219 -1.439
H18 1.368 -5.657 -2.020
H19 1.631 -4.164 -2.725
H20 0.192 -5.061 -3.180
H21 -0.946 -6.160 -0.984
H22 -2.030 -4.903 -1.634
H23 -1.686 -4.876 0.012
H24 4.012 -3.232 -1.374
H25 5.814 -2.438 -2.769
H26 5.751 -0.360 -3.964
H27 3.696 1.213 -3.484
O1 -2.743 7.470 1.395
N2 -2.494 7.489 0.190
O2 -2.323 8.556 -0.418
C29 -2.415 6.145 -0.440
C30 -1.761 6.141 -1.589
C31 -1.401 4.919 -2.260
C32 -0.581 4.882 -3.402
C33 -0.081 3.685 -3.798
C34 -0.546 2.566 -3.105
N3 -1.372 2.536 -2.101
C35 -1.838 3.700 -1.641
C36 -2.760 3.743 -0.542
N4 -3.303 2.543 -0.288
C37 -4.288 2.546 0.590
C38 -4.615 3.619 1.384
C39 -3.971 4.829 1.171
C40 -3.010 4.943 0.165
H28 -1.452 7.078 -1.978
H29 -0.456 5.810 -3.908
H30 0.584 3.534 -4.676
H31 -0.228 1.608 -3.527
H32 -4.879 1.588 0.677
H33 -5.389 3.537 2.124
H34 -4.186 5.656 1.858
O3 1.366 5.577 1.531
S1 0.600 4.512 0.793
C41 1.227 2.887 1.418
C42 2.621 2.749 0.834
C43 2.766 3.549 -0.495
C44 1.418 4.200 -0.813
H35 0.538 2.158 1.002
H36 1.243 3.005 2.526
H37 2.847 1.714 0.666
H38 3.368 3.047 1.535
H39 3.174 2.926 -1.327
H40 3.435 4.366 -0.486
H41 0.779 3.491 -1.333
H42 1.421 5.101 -1.427
C45 -2.397 -1.582 2.683
N5 -1.339 -1.254 3.559
C46 -0.375 -2.306 3.658
C47 0.576 -2.098 4.850
C48 -0.283 -1.846 6.063
N6 -1.005 -0.626 5.847
C49 -1.791 -0.155 7.004
C50 -1.687 -0.435 4.600
O4 -2.536 0.448 4.458
H43 -2.845 -0.621 2.466
H44 -3.053 -2.362 3.079
H45 -1.961 -1.940 1.762
H46 0.163 -2.264 2.742
H47 -0.879 -3.285 3.728
H48 1.244 -1.262 4.623
H49 1.248 -2.982 4.943
H50 0.290 -1.728 7.000
H51 -0.989 -2.682 6.219
H52 -1.061 0.129 7.800
H53 -2.418 -0.996 7.406
H54 -2.401 0.741 6.752

total charge: -1
orbital gap: 5.077 eV
relative energy (zero: lowest compared OMol25 entry of this formula, charge and spin): 0.000 eV
HOMO energy: -4.0 eV